(A)
This record from the Open Molecules 2025 dataset describes 10 unconnected molecules or ions with the total composition C39H59N9O3. The level of theory is ωB97M-V/def2-TZVPD.

Results
**HOMO**: -7.68 eV
**Spin multiplicity**: 1
**Total charge**: 0

Cartesian coordinates (Å):
H 1.39 -4.38 -1.30
C -3.63 -0.76 -5.27
N 4.64 -2.20 0.76
C 0.62 -1.83 4.96
C 0.65 3.90 0.93
C -0.07 -2.53 -5.08
C 0.10 -1.12 -5.19
H -0.99 -0.06 5.88
N 0.22 -3.68 0.22
H -2.93 0.02 -2.18
H -1.66 2.99 2.20
H 1.04 -2.50 5.69
O 3.24 1.82 3.26
H 1.80 6.49 -0.73
H -5.75 -0.22 -5.48
H -0.73 0.63 0.62
H -1.41 -0.47 -0.44
H -3.98 3.77 1.80
H -1.90 -1.18 -4.26
H 0.97 3.13 -3.93
N -2.75 -0.72 -4.16
C 0.18 -0.50 -3.97
H 2.13 5.22 1.15
H 2.96 -2.41 -1.99
H 1.52 1.05 2.25
C -5.35 -3.19 1.60
C 0.40 -5.94 -0.16
C -4.64 0.27 -3.54
H 1.44 1.93 -1.93
C 1.20 5.64 -0.50
H -6.78 -3.37 0.03
H 2.52 0.39 4.65
H -0.11 -1.03 1.94
H -0.17 5.04 -2.11
C -0.29 3.89 -0.10
N -0.01 -1.04 2.98
C 0.94 -1.90 3.71
H -0.24 0.69 -0.98
H -0.41 -3.55 -3.09
C 3.48 -2.67 0.06
H 2.84 2.99 -1.46
H 2.27 4.49 -3.67
O 2.73 2.38 -3.43
C 3.77 -2.30 -1.21
C -0.76 -4.35 1.05
H -1.11 3.30 -0.31
C -4.80 -2.09 -0.40
H -3.61 4.67 5.88
C -5.82 -2.99 0.35
C -0.63 -5.71 0.96
H 0.73 3.44 1.96
C -4.28 4.41 3.86
H 0.35 0.41 -3.69
H 0.89 -6.74 -0.61
C -3.37 -0.15 -3.09
H 6.47 -1.46 0.44
C 5.61 -1.71 -0.12
H 4.23 1.32 1.08
C 2.50 2.16 -2.00
H -1.28 -6.45 1.44
H -5.83 -3.72 2.48
C 2.72 1.55 4.52
H 3.27 0.27 -2.45
H -1.29 3.67 4.71
H 1.59 -2.51 3.09
N 0.05 -1.52 -3.13
C 2.09 3.38 -4.01
H -4.82 -1.60 -1.54
H -5.38 0.77 -3.03
H -5.39 4.76 3.79
H -3.44 -2.96 2.51
C -2.34 3.47 2.90
H 1.92 0.13 -0.15
N 2.84 0.47 -0.10
N -3.62 3.90 2.75
C 3.31 0.89 -1.51
H 0.31 -1.50 -2.21
H 5.64 -1.75 -2.29
H 1.79 2.19 4.81
H -1.33 -3.54 1.63
H -3.27 -1.17 -6.27
H 4.81 -2.38 1.84
H 2.95 -0.12 2.26
H 0.27 -2.61 0.25
H 3.30 -0.55 -0.05
C -0.43 0.07 -0.23
H 2.61 -3.09 0.59
H -2.67 -1.67 0.43
C 3.16 1.36 0.92
C -3.41 4.42 4.93
N 1.34 5.08 0.77
H 0.04 -3.25 -5.75
H 0.10 -0.67 -6.29
C -0.52 -0.63 4.99
C 2.75 0.92 2.31
C -0.21 -2.78 -3.70
H 3.60 1.86 5.09
C 0.78 -4.63 -0.56
C 0.19 4.89 -1.16
O 0.53 -1.03 0.04
H 2.25 3.81 -4.95
H 4.36 1.02 -1.48
H 2.91 2.38 0.71
H -1.47 0.47 3.55
C -3.75 -2.08 0.47
C -4.83 -0.20 -4.92
C -0.77 -0.26 3.74
C 5.14 -1.81 -1.41
C -2.12 3.75 4.18
N -4.10 -2.72 1.60

(B)
This record from the Open Molecules 2025 dataset describes 10 unconnected molecules or ions with the total composition C39H59N9O3. The level of theory is ωB97M-V/def2-TZVPD.

Results
**HOMO**: -7.55 eV
**Spin multiplicity**: 1
**Total charge**: 0

Cartesian coordinates (Å):
H -4.56 -4.48 -0.70
H 2.00 1.40 0.60
H -0.03 4.39 1.26
C -5.00 -1.45 2.51
H -2.14 3.63 -0.91
H -0.53 2.77 0.80
H -0.03 2.02 -3.60
H 0.06 2.75 -1.21
H -2.43 -1.92 4.24
H -4.11 1.80 3.01
H 5.34 -3.80 4.02
H 0.66 -1.73 6.88
N -0.14 3.77 -1.53
C -1.71 -2.91 0.12
C -5.26 -0.30 3.26
N -3.84 -1.24 1.83
C 4.71 -2.98 3.50
H -5.92 0.02 3.90
H 4.40 1.60 0.56
C 4.78 -1.67 3.62
H -0.77 0.46 -0.33
C -2.88 -3.06 -0.87
H -1.36 5.16 -0.49
C -0.56 4.01 -3.04
C -1.89 -3.72 1.14
H 0.45 -5.04 -1.78
C -3.35 0.06 1.97
H -3.28 0.11 -1.07
H 1.45 -3.27 -0.45
H -0.60 5.08 -3.22
C -4.14 1.14 -4.19
N -3.08 -4.44 0.88
H -0.32 -1.14 2.71
H -4.24 1.71 -5.02
C 2.83 0.32 -3.20
C 3.99 1.70 1.51
C -3.69 0.34 -2.04
H 5.57 -1.10 4.46
H -5.78 -0.13 -1.69
H -0.72 1.64 -6.02
H 0.92 1.65 3.00
C 3.05 1.78 3.63
H 2.47 1.45 -1.59
H 1.05 2.32 -6.29
H -0.48 2.58 -7.01
N -0.99 -2.01 5.81
C 0.23 3.07 -3.90
C -5.34 0.71 -3.62
C 4.91 1.41 -3.88
C 2.84 -3.34 -2.18
H 5.98 1.70 -4.29
H -2.99 -2.38 -1.76
C 4.40 2.02 -2.82
H -1.58 -2.17 6.64
H 1.77 -1.05 4.49
C 4.31 1.71 2.85
H -1.24 -3.77 2.10
H -2.98 3.41 3.47
C -1.89 3.34 2.93
H 0.65 0.27 0.71
C -0.31 -1.38 3.71
H -1.13 3.46 3.54
H -1.54 3.66 -3.07
C -0.03 2.41 -6.19
N -5.00 0.22 -2.33
H -1.78 2.17 2.73
H 3.67 0.02 2.68
H -3.68 -5.08 1.52
H 1.85 -0.01 -3.04
C -0.85 3.63 0.89
H 0.55 -0.68 -0.73
C 1.80 -5.12 -3.10
H 3.43 -4.28 -4.09
H -1.08 -2.00 -0.16
H 0.61 4.52 -1.36
H 2.91 1.99 4.54
C 1.73 -3.57 -1.48
N 3.18 1.36 -2.33
C 3.13 -2.02 2.03
C -3.12 0.89 -3.18
H -3.19 -2.00 1.06
O -0.14 3.46 -5.27
O -2.05 3.85 1.66
H -5.55 -2.40 2.53
H 4.59 2.60 -1.89
C -1.16 4.03 -0.56
N 2.64 1.56 1.39
H -6.31 0.59 -4.02
H 3.36 -4.24 1.91
C 3.76 -3.26 2.26
C 0.78 -1.41 4.72
C -3.73 -3.94 -0.31
H 2.46 -1.85 1.41
H 5.49 1.67 3.01
N 1.07 -4.58 -2.06
H 4.01 -0.28 -5.06
H 1.43 3.12 -3.76
C 0.36 -1.83 5.91
H -2.22 1.27 -3.11
C 0.30 0.23 -0.27
C -1.37 -1.76 4.46
H -2.30 0.45 1.43
C 1.96 1.66 2.72
H 1.50 -5.96 -3.77
O 1.05 1.36 -0.71
H 3.58 -2.52 -1.99
N 3.81 -1.03 2.78
C -4.23 0.73 2.76
C 2.91 -4.33 -3.31
C 3.84 0.42 -4.22

The least stable of the structures above is (B), whereas (A) is the most stable.